DFT (ωB97M-V with the def2-TZVPD basis set) results for a structure of composition AlFHO2P at a distorted geometry.

Each line ends with the Mulliken charge.
CARTESIAN COORDINATES (ANGSTROEM)
P (1.57113, 0.94590, 0.02335)  0.760
O (2.49071, -0.31169, -0.07449)  -0.375
O (0.05863, -0.10510, 0.16896)  -0.126
F (-3.11127, 0.30997, -0.10939)  -0.161
Al (-1.50545, 0.19362, -0.06076)  0.450
H (0.49625, -1.03270, 0.05233)  0.452

The charge is +1. As for the total energy: -834.4667 hartree. Its lowest unoccupied orbital energy (alpha / beta) is -7.204 / -7.187 eV. Its spin multiplicity is 2.

DFT (ωB97M-V with the def2-TZVPD basis set) results for a structure of composition AlH10O5 at a distorted geometry.

Each line ends with the Mulliken charge.
CARTESIAN COORDINATES (ANGSTROEM)
Al (13.35713, 2.06990, -12.27972)  1.732
O (12.99220, 4.80977, -13.29031)  -0.479
H (12.25744, 5.37930, -13.51835)  0.344
H (13.75748, 5.38423, -13.31404)  0.316
O (15.78454, 3.56133, -12.98528)  -0.407
H (16.66146, 3.18847, -13.07596)  0.304
H (15.92901, 4.50656, -12.94154)  0.321
O (15.67706, 2.16425, -10.42111)  -0.385
H (15.91812, 3.02082, -10.06839)  0.369
H (15.93215, 1.54331, -9.73877)  0.345
O (13.74417, 4.29704, -10.36313)  -0.413
H (13.55475, 5.23462, -10.32696)  0.345
H (13.92912, 4.05441, -9.45585)  0.356
O (15.39505, 0.63542, -13.71052)  -0.448
H (16.31099, 0.85344, -13.53804)  0.346
H (15.43430, -0.13771, -14.27352)  0.355

The energy relative to the best compared isomer or geometry (same formula, charge and spin) is 8.106 eV. The charge is +3. As for the total energy: -623.1529 hartree. Its lowest unoccupied orbital energy is -20.162 eV.

DFT (ωB97M-V with the def2-TZVPD basis set) results for a structure of composition AlH8O4 at a distorted geometry.

Each line ends with the Mulliken charge.
CARTESIAN COORDINATES (ANGSTROEM)
Al (25.35355, 0.03694, -14.77357)  1.362
O (23.65339, -0.31099, -15.74776)  -0.313
H (22.70158, -0.40760, -15.77868)  0.413
H (23.89169, -0.00136, -16.62159)  0.372
O (24.35635, -1.55239, -13.93589)  -0.424
H (23.45369, -1.57988, -13.61860)  0.434
H (24.63924, -2.46683, -13.93432)  0.396
O (27.04251, 0.55073, -13.65148)  -0.444
H (26.90274, 1.06029, -12.85333)  0.389
H (27.95995, 0.70468, -13.87692)  0.430
O (27.16042, -0.43590, -15.73883)  -0.452
H (27.62947, -1.01209, -15.13531)  0.450
H (27.68554, -0.44791, -16.53904)  0.387

The energy relative to the best compared isomer or geometry (same formula, charge and spin) is 0.000 eV. The charge is +3. As for the total energy: -546.9251 hartree. Its lowest unoccupied orbital energy is -17.219 eV.

DFT (ωB97M-V with the def2-TZVPD basis set) results for a structure of composition AlH8O4 at a distorted geometry.

Each line ends with the Mulliken charge.
CARTESIAN COORDINATES (ANGSTROEM)
Al (0.23531, 1.47041, -0.60895)  1.752
O (-1.27787, 1.27988, 1.62321)  -0.514
H (-1.61934, 1.92780, 2.28453)  0.377
H (-1.46274, 0.39150, 1.99294)  0.373
O (1.95989, 0.28491, 1.25479)  -0.475
H (2.87791, 0.01041, 1.00854)  0.407
H (2.01526, 0.56605, 2.20222)  0.405
O (-0.53385, -1.15991, 0.00025)  -0.464
H (0.16133, -1.77265, -0.33877)  0.408
H (-1.38759, -1.55285, -0.31052)  0.381
O (-0.28755, -0.31514, -2.67305)  -0.458
H (0.43806, -0.51032, -3.31706)  0.408
H (-1.11883, -0.62010, -3.11813)  0.402

The energy relative to the best compared isomer or geometry (same formula, charge and spin) is 5.715 eV. The charge is +3. As for the total energy: -546.7151 hartree. Its lowest unoccupied orbital energy is -20.355 eV.

DFT (ωB97M-V with the def2-TZVPD basis set) results for a structure of composition AlN2O6 at a distorted geometry.

Each line ends with the Mulliken charge.
CARTESIAN COORDINATES (ANGSTROEM)
Al (0.01133, 0.02674, -0.05827)  1.031
N (0.36158, -3.35995, -2.18143)  1.044
O (0.09439, -2.27377, -1.62386)  -0.407
O (0.66954, -4.33457, -1.52859)  -0.350
O (0.37407, -3.37079, -3.40663)  -0.319
N (-0.37880, 3.32429, 2.23860)  1.081
O (0.21064, 3.62902, 3.23029)  -0.343
O (-1.03248, 4.15554, 1.60947)  -0.326
O (-0.31025, 2.20349, 1.72042)  -0.410

The energy relative to the best compared isomer or geometry (same formula, charge and spin) is 5.153 eV. The charge is +1. As for the total energy: -802.5742 hartree. Its lowest unoccupied orbital energy is -11.649 eV.

DFT (ωB97M-V with the def2-TZVPD basis set) results for a structure of composition ArH20O10 at a distorted geometry.

Each line ends with the Mulliken charge.
CARTESIAN COORDINATES (ANGSTROEM)
Ar (0.12197, -0.02375, -0.65373)  -0.001
O (-0.31400, 2.88396, 2.46087)  -0.640
H (0.62666, 3.03238, 2.36412)  0.284
H (-0.65156, 2.89180, 1.56520)  0.388
O (-0.10578, -1.60129, 3.16378)  -0.718
H (0.69809, -1.40936, 2.68088)  0.396
H (-0.28717, -0.80051, 3.65580)  0.335
O (1.69250, 3.27162, -2.21904)  -0.656
H (2.31434, 2.74102, -1.72103)  0.306
H (0.94501, 3.38036, -1.63110)  0.336
O (2.13886, -3.08889, -0.98206)  -0.657
H (2.21416, -2.50786, -0.22513)  0.324
H (2.76806, -3.78950, -0.81034)  0.312
O (-1.65492, -2.58655, 1.06645)  -0.632
H (-1.29718, -2.10165, 1.81018)  0.339
H (-2.09170, -1.92163, 0.53415)  0.334
O (0.36447, 1.65723, -4.47238)  -0.626
H (0.61207, 2.19247, -3.71843)  0.341
H (0.28118, 2.28170, -5.19302)  0.305
O (-1.12945, 3.50882, -0.06250)  -0.651
H (-1.08016, 4.46470, -0.07257)  0.323
H (-1.97142, 3.30761, -0.47095)  0.291
O (2.38860, -1.36090, 1.70787)  -0.671
H (2.89947, -0.57410, 1.51760)  0.306
H (2.74259, -1.68215, 2.53716)  0.315
O (-0.51342, -4.05529, -0.77441)  -0.655
H (0.43239, -4.03028, -0.62930)  0.331
H (-0.85268, -3.31309, -0.27413)  0.345
O (-3.64468, -0.32016, -0.01827)  -0.626
H (-3.67329, 0.51420, -0.48651)  0.294
H (-3.97311, -0.96078, -0.64912)  0.329

The energy relative to the best compared isomer or geometry (same formula, charge and spin) is 0.797 eV. The charge is 0. As for the total energy: -1291.8902 hartree. Its lowest unoccupied orbital energy is -0.388 eV.

- Which of these has the lowest charge?
  ArH20O10